Record 1
The following is a DFT calculation (wB97M-V/def2-TZVPD) of a cluster of 7 separate species, C14H46N3O9 in total.

Properties
Multiplicity   2
Molecular weight   400.53 g mol⁻¹
LUMO level (alpha / beta)   0.1 / -0.1 eV
Total charge   0
⟨S²⟩   0.751

```
72
Properties=species:S:1:pos:R:3:mulliken_charge:R:1
N -0.05 0.62 0.76 -1.31
H 0.19 1.27 0.02 0.53
H 0.77 0.04 0.84 -0.03
H -0.90 0.10 0.60 0.34
H -0.18 1.17 1.60 0.19
C -3.19 1.11 -1.62 -1.67
C -3.50 0.36 -0.30 0.22
C -4.80 -0.41 -0.34 -0.83
O -5.79 0.58 -0.42 -0.26
C -7.09 0.10 -0.34 -0.78
N -2.35 -0.58 -0.03 -0.41
H -3.06 0.50 -2.51 0.31
H -2.35 1.80 -1.58 0.38
H -4.07 1.72 -1.81 0.46
H -3.59 1.11 0.49 0.15
H -4.95 -1.06 0.52 0.48
H -4.81 -1.06 -1.21 0.37
H -7.21 -0.59 0.49 0.32
H -7.30 -0.47 -1.25 0.32
H -7.79 0.92 -0.19 0.25
H -2.24 -1.13 -0.87 0.27
H -2.71 -1.21 0.67 0.12
C 2.87 1.93 -3.91 -1.24
C 2.41 0.61 -4.58 0.33
C 1.92 -0.47 -3.65 -0.38
O 3.05 -0.96 -2.95 -0.39
C 2.78 -1.74 -1.83 -0.15
N 1.36 1.08 -5.44 -0.74
H 3.67 1.80 -3.18 0.37
H 2.23 2.30 -3.10 0.06
H 3.05 2.78 -4.56 0.43
H 3.13 0.15 -5.26 0.28
H 1.40 -1.31 -4.10 0.37
H 1.20 0.03 -3.00 0.00
H 2.43 -2.73 -2.11 0.39
H 2.06 -1.31 -1.13 -0.20
H 3.74 -1.77 -1.32 0.29
H 0.85 0.37 -5.95 0.25
H 0.67 1.59 -4.90 0.23
O 0.45 2.60 -1.00 1.41
H 0.87 3.43 -0.78 -0.56
H 0.06 2.76 -1.86 -0.23
C 3.62 0.35 1.40 -0.59
C 3.57 1.04 2.80 -0.10
O 4.82 0.92 3.42 -0.54
O 2.73 0.91 0.41 0.01
H 3.46 -0.70 1.65 0.06
H 4.63 0.44 1.02 0.51
H 2.72 0.56 3.28 -0.09
H 3.48 2.10 2.57 0.23
H 4.77 1.21 4.34 0.33
H 3.07 1.78 0.19 -0.02
C 0.38 -3.85 0.32 -0.35
C 0.22 -3.07 1.62 -0.50
O 1.16 -2.05 1.52 -0.42
O 1.54 -4.60 0.19 -0.57
H 0.28 -3.16 -0.52 0.19
H -0.44 -4.56 0.21 0.42
H 0.50 -3.73 2.44 0.37
H -0.79 -2.69 1.78 0.19
H 2.00 -2.49 1.65 0.24
H 1.91 -4.69 -0.69 0.35
C -0.64 1.77 4.10 -0.80
C -0.71 0.32 4.60 -0.65
O -1.18 -0.57 3.57 -0.26
O 0.33 1.99 3.07 0.48
H -0.40 2.45 4.92 0.36
H -1.65 2.06 3.80 0.45
H -1.40 0.21 5.44 0.46
H 0.29 0.06 4.95 0.21
H -1.97 -0.99 3.92 0.22
H 0.48 2.94 3.13 -0.14
```


Record 2
The following is a DFT calculation (wB97M-V/def2-TZVPD) of an isolated molecule of C3H10N2O2.

Properties
Structure (SMILES)   C[C@H](CO)N(N)O
Molecular weight   106.12 g mol⁻¹
LUMO level   0.9 eV
Total charge   0
ΔE to the lowest compared entry with this formula, charge and spin   94.7 kcal per mole

```
17
Properties=species:S:1:pos:R:3:mulliken_charge:R:1
C 0.97 -0.02 1.33 -1.26
C 0.04 0.56 0.26 0.21
C -1.50 0.19 0.59 -0.56
O -2.42 0.74 -0.34 -0.52
N 0.23 0.17 -1.13 0.11
N 0.36 -1.19 -1.37 -0.58
O 1.65 0.86 -1.31 -0.54
H 1.91 0.53 1.36 0.31
H 1.22 -1.07 1.16 0.31
H 0.52 0.03 2.32 0.38
H 0.06 1.65 0.30 0.32
H -1.65 -0.89 0.62 0.28
H -1.72 0.59 1.58 0.33
H -1.91 1.05 -1.11 0.37
H 0.15 -1.81 -0.58 0.23
H -0.14 -1.47 -2.21 0.25
H 2.23 0.09 -1.47 0.36
```


Record 3
The following is a DFT calculation (wB97M-V/def2-TZVPD) of a cluster of 3 separate species, C7H17NO2 in total.

Properties
Structure (SMILES)   C/C=C/CN/C=C/C.O.O
Molecular weight   147.22 g mol⁻¹
LUMO level   0.8 eV
Total charge   0
ΔE to the lowest compared entry with this formula, charge and spin   54.5 kcal per mole

```
27
Properties=species:S:1:pos:R:3:mulliken_charge:R:1
C -2.18 -2.91 -0.67 -1.30
C -1.15 -2.03 -0.02 0.02
C -0.10 -2.47 0.65 -0.27
C 0.95 -1.60 1.29 -0.65
N 1.42 -0.53 0.40 -0.21
C 1.17 0.79 0.79 -0.19
C 2.00 1.80 0.58 -0.17
C 1.67 3.22 0.99 -1.22
H -2.31 -3.85 -0.11 0.34
H -1.81 -3.21 -1.66 0.26
H -3.16 -2.49 -0.81 0.36
H -1.33 -0.97 -0.20 0.31
H -0.09 -3.53 0.77 0.33
H 1.83 -2.21 1.53 0.41
H 0.55 -1.14 2.19 0.28
H 2.36 -0.75 0.09 0.21
H 0.24 0.98 1.33 0.28
H 3.00 1.66 0.16 0.31
H 0.62 3.47 0.79 0.33
H 2.26 3.94 0.41 0.34
H 1.74 3.35 2.06 0.29
O -2.81 2.16 -1.34 -0.66
H -1.95 1.71 -1.32 0.40
H -3.08 2.10 -2.26 0.30
O -0.26 1.03 -1.82 -0.67
H 0.03 0.22 -1.38 0.32
H 0.41 1.26 -2.46 0.26
```


Record 4
The following is a DFT calculation (wB97M-V/def2-TZVPD) of a cluster of 2 separate species, C2H8 in total.

Properties
Structure (SMILES)   C.C
Molecular weight   32.09 g mol⁻¹
LUMO level   1.2 eV
Total charge   0
ΔE to the lowest compared entry with this formula, charge and spin   0.4 kcal per mole

```
10
Properties=species:S:1:pos:R:3:mulliken_charge:R:1
C -2.06 -3.53 0.08 -0.86
H -2.03 -2.63 -0.54 0.21
H -1.45 -3.39 0.98 0.21
H -1.68 -4.39 -0.50 0.21
H -3.10 -3.73 0.38 0.21
C 2.06 3.53 -0.08 -0.86
H 1.34 3.58 -0.90 0.21
H 2.57 2.56 -0.09 0.21
H 1.54 3.67 0.88 0.21
H 2.81 4.33 -0.21 0.21
```


Record 5
The following is a DFT calculation (wB97M-V/def2-TZVPD) of a structure of composition C26H37BrN7O2PReS.

Properties
Multiplicity   4
Molecular weight   808.78 g mol⁻¹
LUMO level (alpha / beta)   -5.8 / -6.9 eV
Total charge   +2
⟨S²⟩   3.773
ΔE to the lowest compared entry with this formula, charge and spin   0.0 kcal per mole

```
76
Properties=species:S:1:pos:R:3:mulliken_charge:R:1
Re -0.67 0.73 1.39 0.99
N -3.48 3.98 1.49 -0.38
C -2.84 2.82 1.72 0.68
S -2.33 1.91 0.28 -0.63
N -2.60 2.43 2.93 -1.21
N -1.93 1.20 2.95 0.76
C -2.22 0.42 3.94 -0.16
C -1.81 -0.95 4.03 0.48
C -2.01 -1.62 5.25 -0.79
C -1.73 -2.96 5.37 -0.88
C -1.28 -3.67 4.26 -0.60
C -1.10 -3.04 3.04 -0.52
C -1.35 -1.68 2.92 0.91
O -1.16 -1.12 1.70 -0.69
H -3.83 4.19 0.58 0.22
H -3.93 4.43 2.28 0.27
H -2.86 0.84 4.72 0.50
H -2.39 -1.07 6.10 0.45
H -1.88 -3.47 6.32 0.43
H -1.07 -4.73 4.34 0.46
H -0.76 -3.59 2.17 0.47
C 1.06 6.16 0.79 -1.52
C 1.23 4.80 1.41 0.49
C 2.25 4.54 2.32 -0.37
C 2.39 3.28 2.89 -0.76
C 1.49 2.32 2.50 0.60
Br 1.53 0.54 3.16 0.01
N 0.50 2.53 1.63 -0.18
C 0.38 3.76 1.09 -0.29
H 1.98 6.48 0.31 0.39
H 0.81 6.89 1.55 0.35
H 0.27 6.16 0.04 0.38
H 2.94 5.33 2.60 0.49
H 3.17 3.05 3.60 0.50
H -0.43 3.89 0.39 0.46
O 0.46 0.23 -0.17 -0.26
P 0.47 -0.74 -1.39 -2.55
N -0.98 -0.85 -2.09 1.34
C -2.15 -1.50 -1.47 -0.25
C -3.00 -1.91 -2.67 -0.85
C -2.76 -0.76 -3.64 -0.75
C -1.26 -0.49 -3.50 -0.30
N 1.55 -0.11 -2.42 0.64
C 2.34 -0.92 -3.37 -0.14
C 3.22 0.13 -4.05 -0.80
C 2.34 1.37 -4.07 -0.75
C 1.66 1.34 -2.70 -0.39
N 0.90 -2.20 -0.85 1.28
C 1.94 -2.40 0.18 -0.29
C 2.18 -3.91 0.16 -0.66
C 1.88 -4.30 -1.28 -0.72
C 0.66 -3.45 -1.62 -0.49
H -2.70 -0.80 -0.83 0.14
H -1.84 -2.34 -0.84 0.18
H -4.05 -2.05 -2.41 0.39
H -2.63 -2.85 -3.08 0.31
H -3.33 0.11 -3.33 0.27
H -3.03 -1.00 -4.67 0.42
H -1.01 0.55 -3.71 0.18
H -0.69 -1.13 -4.18 0.28
H 1.69 -1.41 -4.11 0.27
H 2.91 -1.68 -2.85 0.02
H 3.55 -0.19 -5.04 0.40
H 4.11 0.31 -3.44 0.35
H 1.58 1.28 -4.86 0.27
H 2.89 2.29 -4.24 0.41
H 0.68 1.82 -2.70 0.31
H 2.28 1.82 -1.94 0.25
H 1.58 -2.04 1.15 -0.16
H 2.85 -1.85 -0.08 0.36
H 1.48 -4.40 0.84 0.24
H 3.19 -4.16 0.48 0.42
H 1.69 -5.37 -1.40 0.41
H 2.71 -4.03 -1.93 0.29
H -0.26 -3.93 -1.27 0.32
H 0.55 -3.26 -2.68 0.27
```


Record 6
The following is a DFT calculation (wB97M-V/def2-TZVPD) of a cluster of 2 separate species, C6H18N2Si in total.

Properties
Molecular weight   146.31 g mol⁻¹
LUMO level (alpha / beta)   0.4 / 0.4 eV
Total charge   0
ΔE to the lowest compared entry with this formula, charge and spin   122.9 kcal per mole

```
27
Properties=species:S:1:pos:R:3:mulliken_charge:R:1
C 3.23 0.47 0.11 -0.53
C -2.47 -1.28 -1.09 -1.10
C -2.87 -0.59 1.27 -1.00
C -0.22 1.43 -1.51 -1.15
C -0.27 1.26 1.61 -1.22
C 2.99 -0.98 -0.36 -0.33
N 1.77 -1.69 -0.19 -0.65
N -2.06 -0.48 0.08 0.18
Si -0.53 0.40 0.02 0.27
H 2.26 0.89 0.03 -0.17
H 3.75 0.53 1.09 0.32
H 3.93 1.05 -0.73 0.24
H -1.67 -1.25 -1.82 0.29
H -2.65 -2.29 -0.95 0.39
H -3.36 -0.88 -1.53 0.37
H -3.73 0.00 1.23 0.30
H -3.16 -1.58 1.47 0.37
H -2.18 -0.30 2.01 0.29
H -0.15 2.47 -1.23 0.39
H 0.82 1.27 -1.76 0.39
H -0.88 1.30 -2.35 0.38
H -0.31 0.54 2.30 0.39
H 0.53 1.95 1.61 0.41
H -1.16 1.84 1.64 0.42
H 3.00 -0.91 -1.54 0.25
H 3.92 -1.58 -0.13 0.34
H 1.47 -1.57 0.73 0.18
```


Record 7
The following is a DFT calculation (wB97M-V/def2-TZVPD) of an isolated molecule of C5H12O.

Properties
Structure (SMILES)   CC(C)CCO
Molecular weight   88.15 g mol⁻¹
LUMO level   1.0 eV
Total charge   0
ΔE to the lowest compared entry with this formula, charge and spin   6.8 kcal per mole

```
18
Properties=species:S:1:pos:R:3:mulliken_charge:R:1
C -1.19 0.81 -0.98 -1.40
C -0.64 -0.38 -0.19 0.81
C -1.73 -1.01 0.68 -1.57
C 0.58 0.02 0.66 -0.71
C 1.81 0.37 -0.17 -0.51
O 2.96 0.04 0.60 -0.51
H -0.42 1.29 -1.60 0.36
H -1.59 1.57 -0.30 0.33
H -2.00 0.50 -1.64 0.39
H -0.30 -1.14 -0.90 0.18
H -2.13 -0.28 1.39 0.33
H -1.33 -1.86 1.25 0.38
H -2.56 -1.37 0.06 0.40
H 0.32 0.85 1.33 0.29
H 0.86 -0.82 1.30 0.34
H 1.82 1.43 -0.44 0.26
H 1.80 -0.21 -1.11 0.33
H 3.74 0.19 0.05 0.31
```


Record 8
The following is a DFT calculation (wB97M-V/def2-TZVPD) of a cluster of 4 separate species, C22H41FIN2O10Si in total.

Properties
Molecular weight   667.56 g mol⁻¹
LUMO level   -4.3 eV
Total charge   +1

```
78
Properties=species:S:1:pos:R:3:mulliken_charge:R:1
C 1.80 5.54 2.89 -1.49
C 1.38 4.38 2.06 0.94
N 0.65 3.46 2.66 -1.22
N 0.27 2.44 1.98 1.34
F -0.46 1.58 2.73 -0.22
C 0.50 2.11 0.71 0.27
C 0.03 0.83 0.12 -0.37
C 0.94 -0.32 0.58 -0.96
O 2.28 0.11 0.40 -0.33
Si 3.49 -0.23 1.50 0.34
C 3.36 -1.99 2.07 -1.00
C 5.07 0.14 0.62 -1.05
C 3.28 0.92 2.97 -1.00
C 1.25 3.08 0.04 -0.01
C 1.69 4.21 0.68 -0.46
I 2.78 5.61 -0.34 0.24
H 1.32 6.46 2.55 0.37
H 1.53 5.36 3.93 0.35
H 2.88 5.69 2.82 0.45
H -1.01 0.63 0.39 0.38
H 0.11 0.93 -0.95 -0.11
H 0.74 -1.19 -0.04 0.52
H 0.74 -0.58 1.63 0.41
H 4.19 -2.19 2.76 0.43
H 3.45 -2.68 1.23 0.31
H 2.43 -2.21 2.59 0.23
H 5.09 -0.34 -0.36 0.31
H 5.17 1.22 0.45 0.29
H 5.94 -0.20 1.19 0.35
H 3.53 1.95 2.70 0.19
H 2.29 0.91 3.41 0.32
H 3.98 0.60 3.75 0.49
H 1.45 2.91 -1.02 0.53
C 1.49 -8.18 0.37 -1.09
C 2.40 -7.18 1.03 -0.23
O 1.72 -5.94 1.34 -0.32
C 0.97 -5.97 2.44 0.68
O 0.84 -6.89 3.20 -0.55
O 0.37 -4.78 2.56 -0.20
C -0.51 -4.68 3.69 -0.71
H 1.02 -7.75 -0.52 0.29
H 2.06 -9.06 0.07 0.36
H 0.70 -8.50 1.06 0.31
H 3.20 -6.87 0.36 0.30
H 2.84 -7.57 1.95 0.33
H 0.00 -4.98 4.60 0.33
H -1.38 -5.32 3.55 0.33
H -0.80 -3.64 3.74 0.18
C -6.23 0.29 -3.59 -1.12
C -5.01 -0.57 -3.80 -0.29
O -4.06 -0.41 -2.73 -0.27
C -4.34 -1.03 -1.59 0.60
O -5.31 -1.67 -1.33 -0.55
O -3.31 -0.80 -0.74 -0.15
C -3.52 -1.22 0.61 -0.62
H -5.95 1.34 -3.47 0.29
H -6.89 0.21 -4.46 0.38
H -6.79 -0.03 -2.72 0.33
H -4.46 -0.28 -4.69 0.32
H -5.27 -1.63 -3.88 0.34
H -3.81 -2.27 0.68 0.34
H -4.29 -0.61 1.09 0.35
H -2.57 -1.07 1.11 0.07
C -1.68 1.70 -2.70 -0.54
C -1.05 2.17 -3.99 -0.48
O -1.41 3.54 -4.26 -0.35
C -0.83 4.43 -3.46 0.77
O -0.10 4.19 -2.52 -0.49
O -1.19 5.64 -3.86 -0.35
C -0.64 6.73 -3.11 -0.55
H -2.76 1.80 -2.72 0.31
H -1.44 0.65 -2.51 0.34
H -1.29 2.31 -1.89 0.08
H -1.40 1.61 -4.85 0.33
H 0.04 2.11 -3.94 0.32
H 0.45 6.65 -3.06 0.22
H -1.05 6.74 -2.10 0.28
H -0.93 7.63 -3.64 0.23
```


Repeat the fourth record exactly.
The following is a DFT calculation (wB97M-V/def2-TZVPD) of a cluster of 2 separate species, C2H8 in total.

Properties
Structure (SMILES)   C.C
Molecular weight   32.09 g mol⁻¹
LUMO level   1.2 eV
Total charge   0
ΔE to the lowest compared entry with this formula, charge and spin   0.4 kcal per mole

```
10
Properties=species:S:1:pos:R:3:mulliken_charge:R:1
C -2.06 -3.53 0.08 -0.86
H -2.03 -2.63 -0.54 0.21
H -1.45 -3.39 0.98 0.21
H -1.68 -4.39 -0.50 0.21
H -3.10 -3.73 0.38 0.21
C 2.06 3.53 -0.08 -0.86
H 1.34 3.58 -0.90 0.21
H 2.57 2.56 -0.09 0.21
H 1.54 3.67 0.88 0.21
H 2.81 4.33 -0.21 0.21
```


> What is the total charge in the sixth record?

0